1.
ORCA calculation (ωB97M-V with the def2-TZVPD basis set) on C44H46AsBrCaClF6N5O5Si as an isolated structure in a non-equilibrium geometry.

XYZ file:
```
111
Properties=species:S:1:pos:R:3
Ca 0.283 -0.288 -0.675
Br 1.297 4.234 6.219
C 0.447 3.385 4.741
C 1.187 2.572 3.905
C 0.557 1.965 2.827
C -0.789 2.198 2.570
C -1.526 2.987 3.454
C -0.911 3.587 4.541
N -1.297 1.593 1.389
C -2.468 1.817 0.982
C -2.949 1.253 -0.298
C -4.275 1.424 -0.663
C -4.685 0.985 -1.913
C -3.746 0.415 -2.752
C -2.441 0.267 -2.294
N -2.052 0.658 -1.083
H 2.241 2.407 4.083
H 1.094 1.283 2.179
H -2.590 3.134 3.316
H -1.478 4.197 5.230
H -3.190 2.456 1.499
H -4.961 1.910 0.020
H -5.716 1.096 -2.226
H -4.006 0.060 -3.741
H -1.675 -0.181 -2.917
C 3.029 -0.776 5.025
Si 2.769 -1.576 3.319
C 3.966 -0.681 2.186
C 3.374 -3.363 3.527
N 1.220 -1.438 2.672
C 0.126 -2.014 3.198
C 0.047 -2.829 4.366
C -1.140 -3.377 4.835
C -2.345 -3.169 4.177
C -2.324 -2.392 3.015
C -1.141 -1.863 2.575
F -1.172 -1.093 1.455
H 4.029 -1.004 5.413
H 2.295 -1.135 5.753
H 2.928 0.316 4.974
H 5.004 -0.811 2.518
H 3.742 0.390 2.184
H 3.880 -1.048 1.156
H 4.416 -3.468 3.216
H 2.775 -4.045 2.916
H 3.297 -3.692 4.569
H 0.967 -3.037 4.903
H -1.115 -3.989 5.732
H -3.271 -3.602 4.537
H -3.219 -2.205 2.433
O 1.346 1.731 -0.240
C 1.866 2.863 0.083
C 3.217 2.931 0.538
C 3.799 4.094 0.992
C 3.082 5.292 1.019
C 1.780 5.272 0.554
C 1.165 4.112 0.076
C -0.232 4.235 -0.366
N -0.780 3.875 -1.506
C -2.088 4.292 -1.444
C -2.343 4.916 -0.257
N -1.147 4.877 0.423
H 3.770 2.003 0.554
H 4.824 4.067 1.346
H 3.531 6.210 1.376
H 1.214 6.199 0.530
H -2.777 4.104 -2.256
H -3.236 5.354 0.159
H -0.967 5.186 1.361
C 2.589 -0.243 -4.695
As 2.064 0.804 -3.181
C 3.619 0.863 -2.041
C 1.942 2.617 -3.820
O 0.517 0.361 -2.751
H 3.516 0.149 -5.114
H 1.787 -0.186 -5.429
H 2.727 -1.268 -4.347
H 4.330 0.146 -2.449
H 3.367 0.589 -1.028
H 4.008 1.881 -2.071
H 2.859 2.880 -4.352
H 1.791 3.278 -2.967
H 1.078 2.697 -4.476
C 7.005 -3.162 0.681
C 6.691 -4.045 -0.492
C 7.690 -4.724 -1.173
C 7.376 -5.535 -2.251
Cl 8.665 -6.385 -3.093
C 6.071 -5.671 -2.677
C 5.059 -4.992 -2.011
C 5.361 -4.192 -0.914
O 4.453 -3.533 -0.165
C 3.061 -3.521 -0.546
C 2.823 -2.546 -1.705
O 3.254 -2.865 -2.827
O 2.251 -1.458 -1.399
H 8.080 -3.144 0.874
H 6.491 -3.511 1.578
H 6.656 -2.141 0.511
H 8.722 -4.621 -0.857
H 5.840 -6.286 -3.537
H 4.048 -5.032 -2.388
H 2.524 -3.194 0.338
H 2.744 -4.530 -0.815
F -0.265 -2.940 -2.578
C -0.716 -2.591 -1.276
F -0.044 -3.522 -0.449
C -2.143 -3.147 -1.297
F -2.247 -4.489 -1.470
F -2.809 -2.866 -0.158
F -2.863 -2.594 -2.311
```

Output
2S+1   1
E   -250094.9300 eV
Molar mass   1097.31 g mol⁻¹
Relative energy (zero: lowest compared OMol25 entry of this formula, charge and spin)   93.4 kJ/mol
HOMO   -1.6 eV
Orbital gap   5.25 eV
Net charge   -2

***

2.
ORCA calculation (ωB97M-V with the def2-TZVPD basis set) on C44H46O7S2Zr as an isolated structure in a non-equilibrium geometry.

XYZ file:
```
100
Properties=species:S:1:pos:R:3
Zr 0.627 2.143 -0.232
C -1.395 4.480 0.566
C -0.547 4.316 1.776
O 0.699 3.808 1.310
C 1.705 3.727 2.332
C 3.038 3.525 1.611
O 2.780 2.557 0.527
C 3.948 2.230 -0.225
C 3.506 1.266 -1.311
O 2.167 1.634 -1.757
C 2.247 2.447 -2.954
C 0.839 2.828 -3.358
O 0.132 3.205 -2.177
C -1.238 3.665 -2.478
C -2.150 3.164 -1.329
O -1.368 3.200 -0.097
H -1.046 5.293 -0.117
H -2.424 4.612 0.864
H -1.102 3.624 2.432
H -0.444 5.264 2.261
H 1.474 2.851 2.913
H 1.747 4.638 2.884
H 3.778 3.088 2.252
H 3.404 4.407 1.105
H 4.692 1.815 0.441
H 4.386 3.136 -0.641
H 3.456 0.265 -0.902
H 4.174 1.169 -2.162
H 2.803 1.908 -3.694
H 2.799 3.367 -2.759
H 0.283 1.935 -3.662
H 0.727 3.606 -4.150
H -1.596 3.172 -3.372
H -1.174 4.760 -2.556
H -2.309 2.090 -1.440
H -3.116 3.752 -1.267
C -3.327 1.449 -6.744
C -2.734 0.886 -5.487
C -3.457 0.869 -4.295
C -2.892 0.287 -3.182
C -1.624 -0.266 -3.225
C -0.911 -0.297 -4.406
C -1.485 0.279 -5.555
S -0.617 -0.722 -1.829
O -0.540 0.594 -0.960
C -1.524 -1.933 -0.880
C -2.879 -2.167 -1.102
C -3.511 -3.185 -0.426
C -2.884 -3.899 0.585
C -3.549 -4.899 1.335
C -2.896 -5.458 2.431
C -1.570 -5.157 2.740
C -0.879 -4.261 1.965
C -1.516 -3.646 0.845
C -0.827 -2.650 0.079
C 0.648 -2.382 0.193
C 1.559 -3.225 -0.504
C 1.212 -4.282 -1.432
C 2.147 -5.074 -1.987
C 3.520 -4.940 -1.659
C 3.926 -4.023 -0.726
C 2.953 -3.128 -0.157
C 3.330 -2.166 0.816
C 2.482 -1.285 1.370
C 1.076 -1.384 1.105
S -0.139 -0.337 1.824
O 0.519 1.120 1.441
C 0.041 -0.358 3.563
C -0.125 0.824 4.266
C -0.215 0.851 5.651
C -0.130 -0.300 6.367
C -0.206 -0.343 7.854
C 0.050 -1.506 5.642
C 0.093 -1.529 4.238
H -4.270 2.054 -6.679
H -3.496 0.620 -7.440
H -2.605 2.127 -7.237
H -4.464 1.316 -4.249
H -3.513 0.251 -2.267
H 0.085 -0.707 -4.474
H -0.880 0.271 -6.442
H -3.453 -1.611 -1.841
H -4.545 -3.405 -0.697
H -4.566 -5.161 1.134
H -3.381 -6.225 3.028
H -1.103 -5.648 3.570
H 0.167 -4.033 2.140
H 0.223 -4.494 -1.657
H 1.821 -5.851 -2.629
H 4.252 -5.588 -2.106
H 4.964 -3.892 -0.431
H 4.364 -2.130 1.223
H 2.787 -0.538 2.154
H -0.152 1.743 3.666
H -0.466 1.797 6.127
H 0.787 -0.091 8.256
H -0.290 -1.404 8.203
H -0.996 0.280 8.311
H -0.049 -2.444 6.172
H 0.164 -2.537 3.774
```

Output
2S+1   1
E   -83622.2621 eV
Molar mass   842.20 g mol⁻¹
Relative energy (zero: lowest compared OMol25 entry of this formula, charge and spin)   0.0 kJ/mol
HOMO   -17.1 eV
Orbital gap   6.03 eV
Net charge   +4